A structure of composition C39H101B2N5NaO3Sn at a distorted geometry, computed with ωB97M-V/def2-TZVPD.

Results
E_HOMO ... -0.347 Ha
Charge ... +1
Largest force on an atom ... 4.844 eV Å⁻¹
Orbital gap ... 4.2 eV

Geometry as XYZ:
```
152
C39H101B2N5NaO3Sn (ωB97M-V/def2-TZVPD)
Sn 15.16 -11.57 25.70
Na 11.62 -9.03 25.87
O 7.27 -11.15 31.14
O 16.20 -8.69 26.48
O 11.17 -8.42 19.42
N 11.13 -6.53 26.58
N 9.12 -9.77 25.28
N 13.63 -8.31 32.07
N 13.23 -13.94 24.25
N 9.26 -4.19 21.46
C 8.80 -4.69 19.09
C 12.63 -9.25 31.59
C 9.55 -8.19 23.35
C 13.92 -7.37 30.96
C 7.87 -9.13 25.77
C 12.71 -13.34 22.98
C 17.08 -6.44 26.89
C 17.03 -7.95 27.07
C 12.02 -10.20 20.69
C 9.04 -11.37 27.22
C 8.98 -5.32 20.49
C 13.33 -7.90 20.38
C 7.65 -4.72 23.24
C 10.00 -5.72 26.16
C 9.84 -4.36 26.84
C 12.41 -14.56 26.55
C 17.97 -8.49 28.12
C 13.82 -13.05 22.03
C 8.42 -11.31 30.84
C 14.24 -6.95 34.07
C 9.31 -11.13 25.73
C 12.12 -8.82 20.12
C 12.56 -10.46 32.57
C 11.70 -4.03 21.31
C 11.19 -6.77 27.99
C 9.95 -7.57 28.56
C 12.05 -14.18 25.10
C 12.58 -5.67 24.71
C 14.69 -8.02 29.81
C 8.81 -12.76 30.59
C 12.47 -5.96 26.19
C 9.36 -10.15 30.91
C 10.38 -3.31 21.17
C 13.13 -7.64 33.30
C 13.26 -16.38 23.43
C 14.04 -15.22 24.05
C 9.35 -9.67 23.85
C 6.57 -9.80 25.31
C 9.09 -4.62 22.83
B 12.75 -10.61 27.37
B 13.41 -9.59 24.01
H 12.10 -4.72 24.47
H 13.46 -12.47 21.17
H 12.31 -10.28 21.74
H 8.02 -5.80 20.68
H 7.89 -9.03 26.86
H 14.56 -6.05 33.54
H 13.16 -6.73 26.53
H 15.08 -7.62 34.22
H 14.30 -13.95 21.65
H 12.77 -5.02 26.67
H 13.19 -6.87 20.05
H 12.71 -8.39 33.98
H 8.87 -9.28 30.48
H 7.97 -11.28 27.40
H 10.35 -11.42 25.57
H 11.37 -14.94 24.73
H 7.92 -13.31 30.30
H 12.15 -12.43 23.22
H 11.56 -13.21 25.09
H 13.56 -10.84 32.77
H 11.96 -13.99 22.53
H 17.69 -9.44 28.57
H 14.96 -14.99 23.51
H 9.60 -4.43 27.90
H 9.72 -4.23 18.73
H 10.31 -2.43 21.80
H 9.60 -8.03 22.28
H 9.73 -6.10 20.60
H 13.03 -10.56 24.31
H 11.63 -8.83 31.51
H 12.39 -11.06 26.46
H 11.85 -10.29 27.88
H 13.05 -13.88 27.11
H 8.62 -7.66 23.59
H 6.54 -10.78 25.79
H 13.90 -6.67 35.07
H 13.54 -7.86 21.45
H 11.27 -5.85 28.56
H 12.09 -7.36 28.20
H 9.11 -6.31 26.34
H 9.23 -13.15 31.52
H 12.21 -6.46 24.06
H 10.27 -2.80 20.21
H 10.31 -7.62 23.88
H 9.37 -12.37 27.49
H 12.90 -15.52 26.72
H 9.69 -9.90 31.92
H 11.87 -4.48 22.29
H 14.31 -15.57 25.05
H 9.58 -10.63 27.82
H 12.97 -6.94 30.62
H 7.11 -5.30 22.50
H 15.66 -8.34 30.20
H 8.00 -3.96 18.97
H 13.99 -9.68 23.11
H 11.93 -11.25 32.17
H 12.29 -6.97 33.12
H 14.20 -8.86 29.33
H 12.56 -8.93 23.88
H 8.98 -7.09 28.41
H 12.09 -10.21 33.52
H 11.00 -10.55 20.53
H 13.61 -5.46 24.43
H 14.60 -12.43 22.46
H 8.55 -10.18 23.30
H 16.83 -6.01 27.85
H 12.67 -10.84 20.11
H 10.05 -5.60 25.08
H 12.48 -16.72 24.11
H 13.32 -11.29 27.99
H 14.03 -9.23 24.82
H 10.30 -10.16 23.65
H 14.47 -6.52 31.36
H 11.50 -14.66 27.13
H 11.75 -4.85 20.61
H 6.60 -9.99 24.24
H 12.84 -9.63 30.59
H 10.11 -7.69 29.63
H 14.78 -7.33 28.96
H 16.37 -6.20 26.09
H 18.23 -7.74 28.88
H 10.66 -3.66 26.68
H 12.55 -3.37 21.09
H 10.28 -10.43 30.39
H 18.87 -8.72 27.54
H 9.90 -8.55 28.08
H 12.89 -16.25 22.42
H 7.15 -3.76 23.39
H 13.36 -9.75 27.16
H 5.66 -9.25 25.57
H 9.58 -12.83 29.83
H 9.70 -5.50 23.04
H 8.94 -3.92 26.42
H 8.71 -11.84 25.17
H 8.54 -5.43 18.33
H 7.93 -8.11 25.39
H 13.95 -17.22 23.32
H 9.58 -3.90 23.48
H 7.60 -5.19 24.22
H 18.10 -6.10 26.71
H 14.26 -8.24 19.92
```